Entry 1:
# C24H22CoN4S2

C24H22CoN4S2 as an isolated structure at a distorted geometry (ωB97M-V/def2-TZVPD, OMol25).

Values from the calculation:
- E_HOMO (alpha / beta): -10.783 / -10.784 eV
- M: 489.53 g/mol
- ΔE to the lowest compared entry with this formula, charge and spin: 0.00 kJ/mol

Geometry as ORCA input:
```
! RIJCOSX wB97M-V def2-TZVPD def2/J DEFGRID3
* xyz 1 1
Co 0.1006 0.0053 0.2289
S -0.1573 -0.5387 2.5634
C -1.1338 -1.7290 1.7688
C -1.9223 -2.6946 2.3903
C -2.6752 -3.5358 1.5940
C -2.6176 -3.4099 0.2049
C -1.8069 -2.4377 -0.3366
N -1.0787 -1.6223 0.4327
H -1.9338 -2.7568 3.4690
H -3.3139 -4.2850 2.0426
H -3.1963 -4.0513 -0.4431
H -1.7195 -2.3091 -1.4089
S -0.7809 1.1676 -4.0270
C 0.1854 -0.2734 -4.1789
C 0.6319 -0.9149 -5.3275
C 1.3913 -2.0596 -5.1774
C 1.7009 -2.5619 -3.9096
C 1.2600 -1.9264 -2.7675
C 0.4970 -0.7674 -2.9035
N -0.0304 -0.0109 -1.8810
C -0.7095 1.0174 -2.3028
C -1.3058 1.9098 -1.3322
C -2.1218 2.9882 -1.6666
C -2.6637 3.7693 -0.6622
C -2.3871 3.4779 0.6672
C -1.5662 2.4043 1.0005
C -1.0209 1.6174 0.0068
H 0.3892 -0.5290 -6.3084
H 1.7490 -2.5747 -6.0585
H 2.2907 -3.4651 -3.8290
H 1.4853 -2.3012 -1.7766
H -2.3259 3.2042 -2.7088
H -3.3054 4.6028 -0.9137
H -2.8155 4.0833 1.4547
H -1.3620 2.1948 2.0430
N 2.0176 0.1227 0.2248
C 3.1739 0.1391 0.2974
N 4.4641 0.1164 0.3619
C 5.1417 -0.8324 1.2788
C 6.5985 -0.4219 1.4399
C 6.7074 1.0587 1.8149
C 5.9924 1.9756 0.7913
C 5.2790 1.1606 -0.2823
H 5.0597 -1.8438 0.8767
H 4.6391 -0.8057 2.2480
H 7.1487 -0.6254 0.5200
H 7.0436 -1.0377 2.2203
H 7.7590 1.3291 1.8949
H 6.2643 1.1975 2.8024
H 6.6986 2.6465 0.3018
H 5.2585 2.6021 1.2999
H 5.9966 0.6762 -0.9441
H 4.6315 1.7876 -0.8920
*
```

=====

Entry 2:
# C24H22FN5O2S

A single C24H22FN5O2S molecule at a distorted geometry (ωB97M-V/def2-TZVPD, OMol25).

Values from the calculation:
- SMILES string: CC(=O)c1ccc(NC(=O)CSc2nnc(Cc3cccn3C)n2-c2ccc(F)cc2)cc1
- E_HOMO: -8.385 eV
- M: 463.54 g/mol
- ΔE to the lowest compared entry with this formula, charge and spin: 0.00 kJ/mol

Geometry as ORCA input:
```
! RIJCOSX wB97M-V def2-TZVPD def2/J DEFGRID3
* xyz 0 1
C 7.3152 -1.3370 -1.4571
C 7.0067 -1.6002 -0.0011
O 7.8850 -1.6207 0.8343
C 5.5890 -1.8337 0.3574
C 5.2868 -2.1128 1.6924
C 3.9934 -2.3471 2.1064
C 2.9566 -2.3047 1.1756
N 1.6234 -2.5385 1.4971
C 1.0738 -2.7638 2.7132
O 1.6588 -2.8178 3.7707
C -0.4396 -2.9776 2.6335
S -1.3707 -1.4189 2.4387
C -1.2652 -1.2040 0.7206
N -0.5192 -1.8773 -0.1177
N -0.7380 -1.3868 -1.3513
C -1.6197 -0.4386 -1.2665
C -2.1106 0.4221 -2.3732
C -2.0221 1.8593 -1.9633
C -0.9911 2.4959 -1.3162
C -1.3924 3.8242 -1.0903
C -2.6503 3.9522 -1.6100
N -3.0332 2.7594 -2.1392
C -4.2813 2.5204 -2.8060
N -2.0063 -0.2760 0.0454
C -2.9235 0.6547 0.5711
C -2.4843 1.6415 1.4452
C -3.3791 2.5754 1.9284
C -4.7028 2.5013 1.5310
F -5.5755 3.4172 1.9869
C -5.1605 1.5113 0.6798
C -4.2599 0.5793 0.1995
C 3.2460 -2.0225 -0.1622
C 4.5423 -1.7907 -0.5660
H 6.8004 -0.4394 -1.7925
H 8.3872 -1.2003 -1.5748
H 6.9901 -2.1766 -2.0673
H 6.1005 -2.1428 2.4015
H 3.7768 -2.5613 3.1395
H 0.9690 -2.4647 0.7066
H -0.7856 -3.3902 3.5807
H -0.7148 -3.6270 1.8039
H -1.4880 0.2134 -3.2472
H -3.1411 0.1568 -2.6205
H -0.0531 2.0532 -1.0427
H -0.8207 4.5905 -0.6070
H -3.2994 4.8046 -1.6457
H -4.8836 1.7861 -2.2644
H -4.8396 3.4534 -2.8535
H -4.1157 2.1614 -3.8245
H -1.4460 1.6798 1.7333
H -3.0628 3.3568 2.5997
H -6.2037 1.4766 0.4080
H -4.5914 -0.2128 -0.4557
H 2.4376 -1.9876 -0.8788
H 4.7322 -1.5752 -1.6057
*
```

=====

Entry 3:
# C24H22N4O2Zr

C24H22N4O2Zr as an isolated structure at a distorted geometry (ωB97M-V/def2-TZVPD, OMol25).

Values from the calculation:
- E_HOMO (alpha / beta): -6.538 / -6.539 eV
- M: 489.69 g/mol
- ΔE to the lowest compared entry with this formula, charge and spin: 118.83 kJ/mol

Geometry as ORCA input:
```
! RIJCOSX wB97M-V def2-TZVPD def2/J DEFGRID3
* xyz 0 1
Zr 10.7118 12.9462 4.1292
C 16.0935 10.1006 3.8905
C 14.8764 9.8443 3.2623
C 13.8986 10.8118 3.2397
C 14.1096 12.0947 3.7823
C 15.3708 12.3998 4.3751
C 16.3673 11.3797 4.3995
N 13.0192 13.0498 3.9545
N 13.5150 14.2280 4.3453
C 12.6128 15.1350 4.8131
C 13.0155 16.5075 4.5934
C 12.0544 17.4847 4.6198
C 10.7234 17.1189 4.9835
C 10.3923 15.8255 5.3119
C 11.3518 14.7447 5.2709
H 16.8012 9.3410 4.1294
H 14.7210 8.8272 2.8882
H 12.9293 10.4951 2.8886
H 15.6376 13.4182 4.6841
H 17.3682 11.5677 4.7835
H 14.0460 16.6609 4.2602
H 12.2914 18.5378 4.4673
H 9.9554 17.8733 5.0304
H 9.4188 15.6276 5.6645
O 9.5833 13.9245 2.6228
C 8.4629 14.1104 3.2639
C 7.2189 14.5814 2.6573
C 6.2342 14.5655 3.8567
C 6.9657 13.6462 4.7976
O 6.3329 13.0015 5.6147
N 8.3263 13.6027 4.5062
H 6.8616 13.8368 1.9218
H 7.4721 15.4789 2.1344
H 5.2431 14.1459 3.6925
H 6.1664 15.5140 4.3841
C 12.4587 8.8955 5.0290
C 10.9890 8.6629 4.7960
C 10.5751 7.3485 4.8563
C 9.2300 6.9306 4.5788
C 8.2865 7.9598 4.4292
C 8.6563 9.2976 4.3732
C 7.6552 10.3391 4.0106
C 10.0022 9.7575 4.5296
N 10.3766 11.0317 4.5421
H 12.7079 8.3748 5.9337
H 12.6876 9.9704 5.1167
H 13.0928 8.4577 4.2896
H 11.3253 6.5902 5.0575
H 8.9565 5.8843 4.6368
H 7.2377 7.7321 4.4087
H 6.7319 9.8317 3.7808
H 7.8624 11.0207 3.1451
H 7.5866 11.0315 4.8688
*
```

=====

Entry 4:
# C24H23BClN5O2STl

C24H23BClN5O2STl as an isolated structure (ωB97M-V/def2-TZVPD, OMol25).

Values from the calculation:
- E_HOMO: -3.272 eV
- M: 696.20 g/mol
- ΔE to the lowest compared entry with this formula, charge and spin: 21.15 kJ/mol

Geometry as ORCA input:
```
! RIJCOSX wB97M-V def2-TZVPD def2/J DEFGRID3
* xyz -1 1
Tl -0.1365 1.8977 -1.0334
N 1.4676 0.3650 0.7820
S 2.9698 0.6752 0.4357
C 4.0243 -0.3127 1.5222
C 5.3880 -0.4394 1.2907
C 6.1702 -1.1401 2.1942
C 5.5917 -1.7052 3.3252
C 4.2308 -1.5646 3.5511
C 3.4388 -0.8614 2.6515
C 3.4260 -0.0652 -1.1305
C 3.5312 -1.4410 -1.2862
C 3.7353 -1.9655 -2.5489
C 3.8337 -1.1176 -3.6446
C 3.7262 0.2526 -3.4819
C 3.5132 0.7868 -2.2197
H 1.2423 -0.6121 0.5882
H 5.8293 -0.0105 0.3988
H 7.2323 -1.2497 2.0137
H 6.2053 -2.2536 4.0290
H 3.7760 -1.9989 4.4324
H 2.3740 -0.7297 2.8186
H 3.4403 -2.0946 -0.4268
H 3.7885 -3.0375 -2.6860
H 3.9635 -1.5345 -4.6350
H 3.7721 0.9094 -4.3405
H 3.3759 1.8521 -2.0826
N 0.4285 -1.2105 -3.0049
C 0.1537 -0.3126 -2.3180
O -2.9256 1.7223 0.9922
B -1.9510 0.9052 0.3258
O -2.2744 -0.4381 0.6651
C -3.3707 -0.4195 1.4722
C -4.0371 -1.4749 2.0572
C -5.1332 -1.1647 2.8626
C -5.5300 0.1515 3.0641
C -4.8475 1.2131 2.4688
C -3.7669 0.8968 1.6739
H -3.7159 -2.4943 1.8893
H -5.6842 -1.9648 3.3411
H -6.3841 0.3591 3.6966
H -5.1483 2.2413 2.6206
Cl -6.3780 2.7534 -2.9497
C -4.8652 1.9967 -3.3557
C -4.7687 1.1852 -4.4718
C -3.5418 0.6019 -4.7395
C -2.4727 0.8558 -3.8908
N -2.5800 1.6468 -2.8256
C -3.7532 2.2028 -2.5551
H -5.6325 1.0154 -5.1004
H -3.4139 -0.0520 -5.5915
H -1.5045 0.3917 -4.0382
H -3.8156 2.8216 -1.6661
N -0.4233 -0.0301 3.4450
N -0.1536 1.3620 3.1777
H -1.0167 -0.4320 2.7229
H -0.9322 -0.0741 4.3178
H -0.9864 1.7984 2.7882
H 0.5151 1.3419 2.4095
*
```

=====

Entry 5:
# C24H23F10HfN4S4

C24H23F10HfN4S4 as an isolated structure at a distorted geometry (ωB97M-V/def2-TZVPD, OMol25).

Values from the calculation:
- E_HOMO: -10.987 eV
- M: 864.21 g/mol
- ΔE to the lowest compared entry with this formula, charge and spin: 48.55 kJ/mol

Geometry as ORCA input:
```
! RIJCOSX wB97M-V def2-TZVPD def2/J DEFGRID3
* xyz 1 1
Hf 0.3755 0.5650 -0.5394
C -2.6686 -2.0964 -0.4684
C -1.7534 -3.2191 0.0020
S -0.0112 -2.7254 0.1280
C 0.3967 -3.3868 1.7696
C -0.3324 -2.7706 2.9622
S -0.2405 -0.9592 3.0086
C -1.9828 -0.5056 3.1941
C -2.9374 -0.9477 2.0866
S -2.4607 -0.5182 0.3800
H -2.4916 -1.8631 -1.5198
H -3.7104 -2.3996 -0.3706
H -2.0567 -3.5892 0.9788
H -1.8089 -4.0488 -0.7006
H 0.2033 -4.4596 1.7336
H 1.4761 -3.2611 1.8646
H -1.3807 -3.0657 2.9728
H 0.1182 -3.1491 3.8787
H -2.3428 -0.9002 4.1442
H -1.9681 0.5824 3.2820
H -3.0918 -2.0258 2.1143
H -3.9058 -0.4757 2.2492
C 3.5588 0.8352 -1.3669
N 2.5926 -0.1270 -0.7841
C 2.9899 -0.4276 0.6136
C 2.6959 0.7629 1.5031
N 1.3455 1.2373 1.1944
C 0.7809 2.1717 2.0586
C -0.5271 2.5514 1.8122
F -1.0994 1.9963 0.6824
C -1.2639 3.4580 2.5273
F -2.5089 3.7493 2.1698
C -0.6631 4.0671 3.6107
F -1.3252 4.9507 4.3427
C 0.6472 3.7398 3.9082
F 1.2449 4.3218 4.9378
C 1.3527 2.8140 3.1560
F 2.6206 2.5843 3.5198
C 2.5370 -1.3523 -1.6247
C 1.5963 -1.1600 -2.7977
N 0.3249 -0.5744 -2.3314
C -0.6120 -0.2669 -3.3245
C -0.6461 -0.6960 -4.6545
F 0.2690 -1.5460 -5.1395
C -1.6412 -0.2986 -5.5365
F -1.6132 -0.7509 -6.7817
C -2.6644 0.5403 -5.1420
F -3.6124 0.9041 -5.9915
C -2.6750 0.9887 -3.8358
F -3.6190 1.8096 -3.3992
C -1.6668 0.5800 -2.9985
F -1.6796 1.0676 -1.7128
H 4.5682 0.4311 -1.2511
H 3.4926 1.7979 -0.8703
H 3.3501 0.9826 -2.4211
H 4.0509 -0.6817 0.6803
H 2.3993 -1.2824 0.9521
H 3.4352 1.5538 1.3628
H 2.7727 0.4312 2.5394
H 2.1763 -2.1716 -1.0100
H 3.5304 -1.6185 -1.9936
H 1.4571 -2.1351 -3.2623
H 2.0475 -0.5067 -3.5503
S 0.9017 2.4784 -2.0931
C 0.8487 3.6153 -0.8510
N 0.8045 4.3947 0.0022
*
```

=====

Entry 6:
# C24H23F2N4ReSe

C24H23F2N4ReSe as an isolated structure (ωB97M-V/def2-TZVPD, OMol25).

Values from the calculation:
- E_HOMO (alpha / beta): -17.230 / -17.231 eV
- M: 670.64 g/mol
- ΔE to the lowest compared entry with this formula, charge and spin: 17.02 kJ/mol
- ⟨S²⟩: 0.78

Geometry as ORCA input:
```
! RIJCOSX wB97M-V def2-TZVPD def2/J DEFGRID3
* xyz 3 2
Re 0.1516 1.0878 0.9192
F 4.3608 -0.2442 -1.9957
C 3.7378 0.6748 -1.2842
C 2.4353 0.4382 -0.8750
C 1.7974 1.4209 -0.1160
C 2.4391 2.6397 0.2173
C 3.7492 2.8105 -0.2166
F 4.4125 3.9112 0.0980
C 4.4059 1.8479 -0.9676
C 1.6881 3.5580 1.0844
C 2.0296 4.8530 1.4219
C 1.1941 5.5790 2.2663
C 0.0262 5.0084 2.7509
C -0.2863 3.7251 2.3613
N 0.5235 3.0146 1.5540
H 1.9515 -0.4885 -1.1622
H 5.4274 2.0092 -1.2899
H 2.9335 5.2961 1.0359
H 1.4586 6.5924 2.5392
H -0.6374 5.5463 3.4124
H -1.1923 3.2338 2.6950
C -3.6581 -0.8636 -0.8098
N -2.7384 -0.4280 -1.8621
C -1.8456 0.5581 -1.7789
Se -1.6838 1.7982 -0.3191
N -1.2380 0.7050 -2.9623
C -1.7409 -0.2272 -3.8583
C -1.4555 -0.4753 -5.1989
C -2.1889 -1.4772 -5.7928
C -3.1669 -2.2064 -5.0866
C -3.4473 -1.9632 -3.7611
C -2.7042 -0.9511 -3.1541
H -4.5139 -0.1927 -0.7568
H -3.1399 -0.8880 0.1456
H -4.0021 -1.8643 -1.0507
H -0.5489 1.4124 -3.1724
H -0.7127 0.0893 -5.7450
H -2.0192 -1.7101 -6.8350
H -3.7188 -2.9754 -5.6093
H -4.2099 -2.5226 -3.2384
C 1.8758 -3.4794 2.9081
C 0.3951 -3.0613 3.0032
C -0.5238 -4.0702 2.2827
C -0.0432 -2.8598 4.4720
C 0.2465 -1.7787 2.3366
N 0.1310 -0.7512 1.8159
H 1.9909 -4.3957 3.4863
H 2.5379 -2.7272 3.3349
H 2.1692 -3.6865 1.8798
H -0.3934 -5.0321 2.7775
H -0.2492 -4.1895 1.2353
H -1.5727 -3.7881 2.3638
H -0.0313 -3.8407 4.9461
H -1.0536 -2.4594 4.5452
H 0.6476 -2.2122 5.0097
*
```

=====

Entry 7:
# C24H23IrNO7P4

C24H23IrNO7P4 as an isolated structure (ωB97M-V/def2-TZVPD, OMol25).

Values from the calculation:
- E_HOMO (alpha / beta): -14.737 / -14.740 eV
- M: 753.56 g/mol
- ΔE to the lowest compared entry with this formula, charge and spin: 62.14 kJ/mol
- ⟨S²⟩: 0.75

Geometry as ORCA input:
```
! RIJCOSX wB97M-V def2-TZVPD def2/J DEFGRID3
* xyz 2 2
Ir -0.3399 -0.6550 -0.7627
N -2.6058 0.2998 1.1330
P -2.5174 1.5998 0.1633
C -4.0573 2.2770 -0.3079
C -4.9087 1.5338 -1.1342
C -6.1493 2.0439 -1.4638
C -6.5457 3.2790 -0.9595
C -5.7066 4.0128 -0.1335
C -4.4587 3.5148 0.2039
C -1.3060 2.8557 2.1840
C -2.2906 2.8042 3.1538
C -1.9141 2.9479 4.4838
C -0.5809 3.1458 4.8123
C 0.3822 3.1987 3.8138
C 0.0266 3.0488 2.4799
P -1.9191 -1.2353 0.7260
C -3.2149 -2.2098 0.0038
C -4.2334 -2.7435 0.7989
C -5.2685 -3.4407 0.2006
C -5.2902 -3.6075 -1.1804
C -4.2755 -3.0887 -1.9732
C -3.2405 -2.3830 -1.3810
C -1.4084 -1.9200 2.2874
C -0.9420 -1.0786 3.3006
C -0.4451 -1.6300 4.4689
C -0.3929 -3.0108 4.6180
C -0.8417 -3.8462 3.6044
C -1.3544 -3.3071 2.4351
H -3.1754 0.4022 1.9654
H -4.6029 0.5665 -1.5187
H -6.8103 1.4851 -2.1116
H -7.5225 3.6705 -1.2117
H -6.0211 4.9767 0.2422
H -3.7968 4.0906 0.8370
H -3.3369 2.6895 2.8928
H -2.6698 2.9230 5.2573
H -0.2939 3.2680 5.8474
H 1.4208 3.3578 4.0702
H 0.7626 3.0649 1.6882
H -4.2090 -2.6309 1.8764
H -6.0564 -3.8635 0.8089
H -6.1055 -4.1490 -1.6414
H -4.2885 -3.2399 -3.0440
H -2.4434 -1.9805 -2.0040
H -0.9557 -0.0006 3.1776
H -0.0950 -0.9849 5.2632
H 0.0062 -3.4383 5.5281
H -0.7967 -4.9199 3.7255
H -1.7099 -3.9639 1.6504
O 2.7541 1.9650 -1.5660
P 1.3958 1.2610 -1.3323
O 1.0780 0.8273 0.0884
O 1.0408 0.0974 -2.2377
O 0.3813 2.4792 -1.7119
P -1.0056 2.2077 -2.5073
O -1.7609 3.5442 -2.1506
O -1.6519 2.7276 0.8093
O -1.7487 1.0835 -1.1199
H 3.5612 1.4671 -1.3663
H -1.2831 4.2377 -1.6658
*
```

=====

Entry 8:
# C24H23N3O4S

A single C24H23N3O4S molecule at a distorted geometry (ωB97M-V/def2-TZVPD, OMol25).

Values from the calculation:
- SMILES string: CCCCCOc1ccc(/C=c2\sc3nc(=O)c(-c4ccccc4)nn3c2=O)cc1OC
- E_HOMO: -8.229 eV
- M: 449.53 g/mol
- ΔE to the lowest compared entry with this formula, charge and spin: 339.77 kJ/mol

Geometry as ORCA input:
```
! RIJCOSX wB97M-V def2-TZVPD def2/J DEFGRID3
* xyz 0 1
C -0.1727 3.5574 -7.5753
C 0.9784 4.0864 -6.7278
C 2.2291 3.2068 -6.7898
C 2.0333 1.7737 -6.2965
C 1.6236 1.6992 -4.8292
O 1.6529 0.3333 -4.4537
C 1.2960 -0.0160 -3.2062
C 0.9103 0.8616 -2.1995
C 0.5535 0.3987 -0.9482
C 0.5704 -0.9663 -0.6602
C 0.2016 -1.5211 0.6048
C -0.2336 -0.9314 1.7439
S -0.4945 0.7811 2.0785
C -1.0529 0.4159 3.6893
N -1.4656 1.2921 4.5196
C -1.9171 0.8901 5.7722
O -2.4375 1.6806 6.5222
C -1.7253 -0.5664 6.0678
C -2.0327 -1.1327 7.3782
C -2.2738 -2.5068 7.4806
C -2.5665 -3.0739 8.7035
C -2.6189 -2.2838 9.8424
C -2.3733 -0.9240 9.7501
C -2.0815 -0.3450 8.5287
N -1.3090 -1.3911 5.1641
N -1.0035 -0.9244 3.9436
C -0.5597 -1.7593 2.9077
O -0.4777 -2.9572 2.9935
C 0.9687 -1.8579 -1.6768
C 1.3271 -1.4098 -2.9276
O 1.7200 -2.1944 -3.9627
C 1.7770 -3.5865 -3.7647
H 0.1528 3.3984 -8.6009
H -0.5504 2.6167 -7.1836
H -0.9924 4.2720 -7.5835
H 1.2503 5.0821 -7.0858
H 0.6507 4.1943 -5.6923
H 3.0173 3.6796 -6.1986
H 2.5745 3.1644 -7.8248
H 1.2838 1.2612 -6.8990
H 2.9712 1.2269 -6.4079
H 0.6132 2.1014 -4.6858
H 2.3264 2.2756 -4.2117
H 0.8860 1.9227 -2.3873
H 0.2603 1.1096 -0.1939
H 0.2683 -2.6021 0.6831
H -2.2316 -3.1087 6.5865
H -2.7568 -4.1348 8.7723
H -2.8509 -2.7285 10.7990
H -2.4089 -0.3076 10.6360
H -1.8922 0.7140 8.4665
H 0.9839 -2.9123 -1.4516
H 0.7934 -3.9985 -3.5174
H 2.1133 -4.0026 -4.7127
H 2.4916 -3.8524 -2.9791
*
```